48
Properties=species:S:1:pos:R:3:lowdin_charge:R:1 method="wB97M-V/def2-TZVPD" fmax_ev_per_a=1.845 lumo_energy_ev=-0.25 orbital_gap_ev=9.5 total_energy_ha=-1091.514291 smiles="CC(C)CC(N)=O.O.O.O.O.O.O.O.O.O.O" e_homo_ev=-9.78
C -2.531 0.632 2.548 -0.063
C -2.459 0.922 1.051 -0.434
C -3.817 0.872 0.393 -0.079
C -1.726 2.239 0.803 -0.095
C -0.350 2.402 1.365 -0.531
N 0.482 1.304 1.466 0.160
O 0.137 3.498 1.601 0.037
H -1.549 0.442 2.970 0.038
H -3.031 1.380 3.165 0.092
H -3.199 -0.222 2.687 0.087
H -1.891 0.123 0.601 0.115
H -3.807 1.085 -0.679 0.082
H -4.564 1.493 0.901 0.087
H -4.278 -0.123 0.444 0.082
H -1.509 2.451 -0.256 0.131
H -2.428 3.056 0.991 0.136
H 1.262 1.447 2.075 0.098
H 0.040 0.402 1.397 0.063
O 2.983 1.545 -1.175 -0.043
H 3.906 1.643 -1.420 0.067
H 2.802 2.027 -0.354 0.064
O -1.514 -3.935 -0.005 -0.052
H -1.821 -3.925 0.909 0.037
H -0.778 -3.309 -0.088 -0.006
O 3.465 -2.015 -1.122 -0.047
H 3.675 -1.584 -0.283 0.039
H 3.827 -1.513 -1.866 0.038
O 1.378 -3.133 1.423 -0.051
H 1.347 -2.931 0.475 0.018
H 0.479 -3.239 1.732 0.024
O 0.768 -1.786 -0.996 -0.062
H 0.103 -1.126 -1.183 0.044
H 1.661 -1.611 -1.372 0.013
O 2.640 -0.413 -3.244 -0.057
H 2.715 -1.106 -3.913 0.070
H 2.143 0.315 -3.634 0.022
O -0.256 -1.617 3.145 -0.049
H 0.685 -1.783 3.026 0.020
H -0.423 -0.840 3.677 0.024
O -1.921 1.516 -4.192 -0.052
H -1.444 0.881 -4.734 0.032
H -1.242 1.891 -3.617 -0.003
O 0.892 1.953 -3.031 -0.053
H 1.374 1.923 -2.186 0.016
H 0.442 1.102 -3.051 0.017
O 2.496 -0.609 1.516 -0.072
H 2.257 -1.541 1.392 -0.012
H 2.575 -0.184 0.646 0.007